A molecular structure, C31H50GaP2 at a distorted geometry, computed with ωB97M-V with the def2-TZVPD basis set.

- maximum force (eV Å⁻¹) = 5.0
- charge = +1
- orbital gap (alpha / beta) (hartree) = 0.1416 / 0.1424
- DFT total energy (hartree) = -3818.25683
- energy above the lowest of the compared OMol25 structures with the same formula, charge and spin (kJ/mol) = 505.5
- 2S+1 = 1
- highest occupied orbital energy (alpha / beta) (eV) = -7.43 / -7.44

Last column: Löwdin charge in e.
Positions of all 84 atoms, in Å:
Ga  -0.509  -0.732  -0.005  0.616
C  0.469  -0.313  3.953  -0.251
C  0.526  1.081  3.688  -0.267
C  -1.689  0.487  3.832  -0.260
C  -0.902  -0.680  4.045  -0.263
C  -0.802  1.578  3.631  -0.273
C  1.612  -1.221  4.159  -0.080
H  2.534  -0.803  3.735  0.054
H  1.428  -2.201  3.697  0.061
H  1.796  -1.399  5.232  0.088
C  -1.424  -2.024  4.379  -0.066
H  -0.672  -2.801  4.179  0.065
H  -2.329  -2.256  3.798  0.042
H  -1.694  -2.095  5.448  0.087
C  -3.164  0.538  3.868  -0.058
H  -3.552  0.315  4.878  0.087
H  -3.611  -0.196  3.175  0.051
H  -3.529  1.536  3.584  0.065
C  -1.210  2.988  3.469  -0.086
H  -1.504  3.434  4.431  0.088
H  -2.073  3.075  2.796  0.052
H  -0.391  3.595  3.066  0.056
C  1.761  1.890  3.561  -0.084
H  2.060  2.323  4.529  0.085
H  1.618  2.726  2.863  0.053
H  2.599  1.279  3.204  0.050
C  2.957  -1.191  -3.557  -0.145
C  3.883  -0.896  -2.619  -0.164
C  5.014  0.077  -2.864  -0.167
C  4.575  1.423  -3.493  -0.172
C  3.190  1.858  -3.080  -0.098
C  2.096  1.663  -3.836  -0.162
C  2.014  0.720  -5.017  -0.158
C  2.901  -0.536  -4.918  -0.160
H  5.798  -0.358  -3.506  0.131
H  4.699  1.374  -4.590  0.114
H  5.517  0.294  -1.911  0.112
H  3.901  -0.317  -5.316  0.114
H  2.336  -2.083  -3.457  0.099
H  4.075  -1.560  -1.773  0.096
H  2.486  -1.276  -5.613  0.122
H  0.967  0.404  -5.124  0.111
H  1.265  2.376  -3.764  0.108
H  2.262  1.239  -5.958  0.134
H  5.301  2.188  -3.173  0.123
H  3.171  2.553  -2.235  0.119
P  1.472  -1.069  -0.912  0.825
P  -1.238  1.331  -0.801  0.847
C  0.657  -0.247  -2.346  -0.386
C  -0.550  0.768  -2.400  -0.334
H  0.509  -1.011  -3.117  0.102
H  1.554  0.322  -2.617  0.010
H  -0.245  1.683  -2.927  0.067
H  -1.367  0.307  -2.980  0.105
C  -2.973  1.774  -0.926  -0.188
H  -3.241  2.382  -0.048  0.074
H  -3.603  0.873  -0.940  0.035
H  -3.129  2.356  -1.847  0.073
C  -0.277  2.731  -0.149  -0.193
H  -0.110  3.461  -0.960  0.067
H  0.691  2.395  0.258  0.037
H  -0.855  3.198  0.668  0.052
C  1.796  -2.827  -1.015  -0.203
H  1.891  -3.232  0.008  0.084
H  2.733  -2.987  -1.557  0.041
H  0.974  -3.346  -1.532  0.081
C  2.612  -0.036  0.048  -0.179
H  2.138  0.898  0.394  0.046
H  3.474  0.196  -0.592  0.031
H  2.939  -0.616  0.930  0.084
C  -1.985  -2.245  0.382  -0.183
C  -3.475  -2.006  0.338  -0.298
C  -4.084  -1.587  -0.866  -0.104
C  -5.464  -1.371  -0.943  -0.092
C  -6.281  -1.586  0.175  -0.079
C  -5.693  -2.013  1.372  -0.066
C  -4.314  -2.224  1.456  -0.046
H  -1.687  -2.656  1.355  0.050
H  -1.696  -2.952  -0.413  0.046
H  -3.455  -1.447  -1.742  0.099
H  -5.914  -1.048  -1.887  0.107
H  -7.362  -1.443  0.110  0.108
H  -6.324  -2.203  2.249  0.116
H  -3.873  -2.599  2.382  0.098